(1)
{"formula": "C4H9N", "method": "ωB97M-V with the def2-TZVPD basis set", "symbols": ["C", "N", "C", "H", "H", "H", "H", "H", "C", "C", "H", "H", "H", "H"], "coordinates": [[1.3978, -0.7757, -1.0261], [1.5781, -0.5253, 0.2013], [2.6245, 0.4531, 0.4867], [0.8027, -1.6488, -1.2692], [1.7545, -0.1202, -1.8244], [2.8859, 0.4944, 1.5466], [3.5673, 0.1748, 0.0043], [2.2715, 1.4578, 0.2180], [-2.5827, 0.2908, -0.3612], [-3.0070, -0.0944, 0.8392], [-3.2759, 0.5931, -1.1397], [-1.4950, 0.3518, -0.3610], [-3.9598, 0.2475, 1.2566], [-2.5617, -0.8988, 1.4287]], "de_lowest_kcal_mol": 63.3, "lumo_ev": 1.15, "orbital_gap_ev": 10.41, "multiplicity": 1, "smiles": "C=NC.C=C", "fmax_ha_per_bohr": 0.033}

(2)
{"formula": "C4H9N", "method": "ωB97M-V with the def2-TZVPD basis set", "symbols": ["C", "C", "N", "C", "C", "H", "H", "H", "H", "H", "H", "H", "H", "H"], "coordinates": [[-1.8836, 0.3071, -0.3230], [-0.8010, -0.6121, 0.2931], [0.4766, -0.1101, -0.5045], [1.4152, 0.8549, 0.1685], [1.7339, -0.6648, -0.2315], [-2.8623, 0.1448, 0.3754], [-1.8406, 1.4251, -0.0458], [-2.2297, -0.1874, -1.2629], [-0.6044, -0.6428, 1.3214], [-1.1427, -1.5906, 0.1198], [1.8055, 1.8293, -0.4391], [1.4380, 1.2818, 1.0299], [1.9417, -1.4023, 0.5417], [2.5534, -0.6329, -1.0430]], "de_lowest_kcal_mol": 88.7, "lumo_ev": 1.15, "orbital_gap_ev": 9.86, "multiplicity": 1, "smiles": "CCN1CC1", "fmax_ha_per_bohr": 0.153}

(3)
{"formula": "C4H9N", "method": "ωB97M-V with the def2-TZVPD basis set", "symbols": ["C", "N", "H", "H", "H", "C", "C", "C", "H", "H", "H", "H", "H", "H"], "coordinates": [[-2.7059, 0.6279, 1.3170], [-1.8220, -0.3156, 1.4259], [-3.3043, 0.4456, 0.5348], [-2.5615, 1.7470, 1.4778], [-0.9168, -0.0658, 1.8974], [1.0727, -1.4087, -0.6869], [1.5021, -0.0337, -0.3358], [1.3987, 1.0037, -1.1691], [0.5052, -1.8700, 0.0700], [1.9693, -2.0107, -1.0057], [0.5810, -1.3321, -1.6853], [2.0871, 0.2411, 0.6181], [1.7537, 1.9507, -0.7245], [0.4407, 1.0206, -1.7337]], "de_lowest_kcal_mol": 117.8, "total_charge": 1, "lumo_ev": [-5.60, -9.58], "orbital_gap_ev": [7.91, 3.88], "multiplicity": 2, "fmax_ha_per_bohr": 0.101}

(4)
{"formula": "C4H9N2", "method": "ωB97M-V with the def2-TZVPD basis set", "symbols": ["C", "C", "C", "C", "N", "N", "H", "H", "H", "H", "H", "H", "H", "H", "H"], "coordinates": [[-0.1483, -1.4567, -0.6042], [-0.7913, -0.3034, -0.1841], [0.5862, -0.0002, 0.5267], [1.3907, 1.1348, -0.0314], [1.0038, -1.3523, 0.1131], [-2.0880, 0.3397, -0.0265], [-0.5159, -2.4538, -0.8631], [1.9438, -1.6857, 0.0134], [0.4591, -0.0085, 1.6446], [1.8479, 1.8323, 0.6632], [0.9502, 1.6180, -0.8827], [2.2194, 0.6655, -0.5150], [-2.7388, -0.2601, 0.4496], [-2.3353, 0.7821, -0.9121], [-1.7835, 1.1483, 0.6085]], "de_lowest_kcal_mol": 86.4, "total_charge": 1, "lumo_ev": -3.84, "orbital_gap_ev": 8.98, "multiplicity": 1, "fmax_ha_per_bohr": 0.081}

(5)
{"formula": "C4H9N2", "method": "ωB97M-V with the def2-TZVPD basis set", "symbols": ["C", "N", "C", "N", "C", "C", "H", "H", "H", "H", "H", "H", "H", "H", "H"], "coordinates": [[0.2441, -1.8839, -0.6969], [-0.9100, -1.5076, 0.0993], [-1.1837, -0.2732, 0.3723], [-0.2088, 0.8247, -0.0481], [0.1136, 2.1410, 0.4845], [1.1814, 1.1684, -0.0710], [0.8210, -1.0625, -0.9268], [0.5304, -2.8288, -0.2490], [-0.2730, -2.2548, -1.6107], [-1.6174, -2.0935, 0.4897], [-2.1360, 0.1937, 0.8588], [0.0513, 2.3824, 1.6381], [-0.0021, 3.0772, 0.0170], [1.6738, 1.4469, -1.1057], [1.7155, 0.6701, 0.7485]], "de_lowest_kcal_mol": 89.8, "total_charge": 1, "lumo_ev": -4.13, "orbital_gap_ev": 10.08, "multiplicity": 1, "smiles": "C/[NH+]=C\\N1CC1", "fmax_ha_per_bohr": 0.129}

(6)
{"formula": "C4H9N2", "method": "ωB97M-V with the def2-TZVPD basis set", "symbols": ["C", "C", "C", "N", "C", "N", "H", "H", "H", "H", "H", "H", "H", "H", "H"], "coordinates": [[1.0238, 1.2270, 0.2113], [0.3237, -0.1164, 0.1521], [1.1035, -1.2161, -0.5589], [-0.4231, -0.6302, 1.3302], [-1.1190, -0.0504, -0.0413], [-2.2956, 0.1468, -0.4519], [0.5220, 1.9139, 0.8905], [1.0336, 1.6771, -0.7806], [2.0480, 1.0909, 0.5492], [1.4893, -1.8995, 0.1945], [1.9382, -0.7888, -1.1048], [0.4776, -1.7845, -1.2396], [-0.5390, -0.0253, 2.1336], [-2.4570, 0.5024, -1.3967], [-3.1260, -0.0470, 0.1122]], "de_lowest_kcal_mol": 71.9, "total_charge": 1, "lumo_ev": -4.59, "orbital_gap_ev": 10.73, "multiplicity": 1, "smiles": "CC1(C)NC1=[NH2+]", "fmax_ha_per_bohr": 0.112}

(7)
{"formula": "C4H9N2", "method": "ωB97M-V with the def2-TZVPD basis set", "symbols": ["C", "C", "C", "C", "N", "N", "H", "H", "H", "H", "H", "H", "H", "H", "H"], "coordinates": [[1.2689, 0.5227, 0.3374], [2.4260, 0.4859, -0.5128], [-1.4461, 0.8761, -0.1715], [-0.6371, -1.5125, -0.0923], [2.3066, -0.4463, 0.3492], [-0.4852, -0.0774, 0.3652], [1.2412, 1.2660, 1.2251], [3.0866, 0.8830, -1.3872], [-2.4282, 0.3666, 0.0736], [-1.3718, 1.8784, 0.4009], [-1.5483, 1.1203, -1.1561], [0.1808, -2.0600, 0.2048], [-1.5096, -2.0471, 0.1546], [-0.6353, -1.4072, -1.2171], [-0.4484, 0.1515, 1.4262]], "de_lowest_kcal_mol": 119.1, "total_charge": 1, "lumo_ev": -3.80, "orbital_gap_ev": 11.74, "multiplicity": 1, "fmax_ha_per_bohr": 0.096}

(8)
{"formula": "C4H9N2", "method": "ωB97M-V with the def2-TZVPD basis set", "symbols": ["N", "C", "C", "C", "N", "C", "H", "H", "H", "H", "H", "H", "H", "H", "H"], "coordinates": [[0.1084, -0.6484, -1.6279], [0.0085, 0.1674, -0.3673], [1.1752, 0.1223, 0.5673], [-0.2082, -0.3710, 1.6443], [-1.0925, -0.1684, 0.4723], [-1.0981, 1.1464, -0.1509], [0.8781, -0.2998, -2.3052], [-0.8562, -0.7297, -2.1255], [0.3082, -1.6428, -1.2434], [1.7366, 1.0266, 0.9863], [1.8925, -0.7784, 0.5315], [-0.0017, -1.3883, 1.9171], [-0.3736, 0.3263, 2.4352], [-0.7511, 2.1032, 0.2752], [-1.7262, 1.1347, -1.0088]], "de_lowest_kcal_mol": 96.9, "total_charge": 1, "lumo_ev": -3.85, "orbital_gap_ev": 9.66, "multiplicity": 1, "smiles": "[NH3+][C@]12CCN1C2", "fmax_ha_per_bohr": 0.082}